No. 1
{"formula": "C2H5NO", "method": "ωB97M-V with the def2-TZVPD basis set", "symbols": ["C", "C", "N", "O", "H", "H", "H", "H", "H"], "xyz": [[-1.445545, -0.419862, 0.147625], [0.770893, 0.308665, -0.543065], [-0.329242, -0.560245, -0.436993], [1.768897, -0.216603, 0.196176], [-2.015123, -1.348802, 0.366911], [-1.707182, 0.589052, 0.607309], [0.472284, 1.589167, -0.029095], [0.904933, 0.385242, -1.547030], [1.580089, -0.326613, 1.238165]], "forces_ev_per_a": [[1.498, 0.886, 0.542], [-3.522, 3.801, 4.737], [-1.953, -1.686, 0.514], [1.876, -0.847, 3.356], [-0.102, 0.965, -0.475], [-0.089, -1.104, -0.412], [0.619, -3.201, -1.568], [1.613, 0.545, -2.736], [0.062, 0.641, -3.958]], "lowdin_charge": [-0.049, -0.412, -0.051, -0.076, 0.076, 0.082, 0.174, 0.074, 0.183], "e_homo_ev": -9.25, "homo_lumo_gap_ev": 10.190}



No. 2
{"formula": "C2H5NO", "method": "ωB97M-V with the def2-TZVPD basis set", "symbols": ["C", "N", "H", "H", "H", "C", "O", "H", "H"], "xyz": [[0.830601, -1.350684, -0.915110], [1.179197, -0.390645, -0.216575], [-0.167924, -1.652327, -1.011862], [1.456552, -2.112104, -1.543636], [2.082255, -0.119834, -0.121013], [-1.301455, 1.355192, 0.988843], [-2.127637, 2.132234, 0.692624], [-0.281271, 1.665385, 0.781469], [-1.670318, 0.472783, 1.345261]], "forces_ev_per_a": [[2.133, -2.354, -1.800], [-3.722, 0.282, 0.599], [-1.802, 0.066, 0.210], [-0.194, 1.545, 1.071], [3.608, 0.412, -0.105], [1.896, 1.404, -0.895], [-2.818, 2.757, -0.930], [0.806, -0.843, 0.466], [0.093, -3.269, 1.383]], "lowdin_charge": [-0.137, 0.056, 0.031, 0.094, 0.006, -0.169, 0.006, 0.065, 0.048], "e_homo_ev": -9.57, "smiles": "C=N.C=O", "homo_lumo_gap_ev": 10.605}



No. 3
{"formula": "C2H5NO", "method": "ωB97M-V with the def2-TZVPD basis set", "symbols": ["C", "N", "C", "O", "H", "H", "H", "H", "H"], "xyz": [[1.100897, -0.059165, 0.025579], [-0.210443, 0.547878, -0.130071], [-1.300492, -0.234854, -0.048417], [-2.463796, 0.147723, 0.030606], [1.274315, -0.698798, -0.826372], [1.278176, -0.690235, 0.923072], [1.800563, 0.759778, 0.026351], [-0.349272, 1.538226, 0.133942], [-1.129944, -1.310553, -0.134691]], "forces_ev_per_a": [[0.085, -0.078, 0.156], [-0.015, 0.583, 0.957], [-2.261, 0.250, -0.321], [1.130, 0.044, 0.098], [0.320, -0.098, -0.338], [-0.473, 0.602, -0.225], [0.520, 0.003, -0.053], [0.138, -1.047, -0.307], [0.556, -0.259, 0.031]], "lowdin_charge": [-0.101, -0.035, -0.389, -0.003, 0.075, 0.091, 0.076, 0.156, 0.131], "e_homo_ev": -9.81, "smiles": "CNC=O", "homo_lumo_gap_ev": 10.746}



No. 4
{"formula": "C2H5NO", "method": "ωB97M-V with the def2-TZVPD basis set", "symbols": ["C", "C", "N", "O", "H", "H", "H", "H", "H"], "xyz": [[1.698414, 0.667975, -0.633042], [-0.490319, -0.042944, 0.668968], [0.236519, -0.466513, -0.508480], [1.913219, 1.452064, 0.188645], [2.263189, 0.467829, -1.559202], [-0.011230, -0.529495, 1.453850], [-0.281263, 1.102854, 0.709456], [-1.624075, -0.146508, 0.388243], [-0.312851, -0.384136, -1.376418]], "forces_ev_per_a": [[-3.653, -3.361, -1.596], [-1.608, 3.352, -3.377], [3.514, 1.773, -1.249], [0.263, 0.864, 1.251], [-0.110, -0.174, 0.222], [-0.266, -0.814, 1.933], [-0.761, -1.665, 0.852], [2.036, -0.231, 1.481], [0.586, 0.256, 0.482]], "lowdin_charge": [-0.164, -0.210, -0.109, 0.082, 0.111, 0.041, 0.082, 0.112, 0.055], "e_homo_ev": -8.98, "homo_lumo_gap_ev": 10.024}



No. 5
{"formula": "C2H5NO", "method": "ωB97M-V with the def2-TZVPD basis set", "symbols": ["C", "C", "N", "O", "H", "H", "H", "H", "H"], "xyz": [[-1.535735, -0.196262, -0.129586], [0.898659, -0.977306, -0.032051], [-1.540668, 0.970383, 0.500510], [-2.330088, -0.964627, -0.391552], [1.380915, -0.763292, -0.921012], [1.174882, -0.260959, 0.847593], [0.674270, -2.022904, -0.026249], [-0.743633, 1.491854, 0.604966], [-2.397784, 1.346802, 0.732655]], "forces_ev_per_a": [[5.854, 1.352, 1.128], [-2.133, 2.341, 2.125], [-0.360, -1.526, -0.659], [-3.515, -2.794, -1.233], [0.868, 0.921, -1.735], [-0.469, -2.127, -1.490], [-0.168, -0.373, 1.064], [2.040, 1.117, 0.168], [-2.118, 1.089, 0.632]], "lowdin_charge": [-0.395, 0.026, 0.159, 0.132, -0.068, 0.026, -0.025, 0.063, 0.082], "e_homo_ev": [-8.12, -7.76], "homo_lumo_gap_ev": [8.553, 8.299]}



No. 6
{"formula": "C2H5NO2", "method": "ωB97M-V with the def2-TZVPD basis set", "symbols": ["N", "C", "C", "O", "O", "H", "H", "H", "H", "H"], "xyz": [[0.840138, 0.128050, 1.287146], [0.560458, -0.305634, -0.060120], [-0.660254, 0.385461, -0.657204], [-0.713284, 1.474035, -1.237487], [-1.814482, -0.506940, -0.489123], [1.465101, -0.546709, 1.630444], [1.255484, 1.109754, 1.440262], [0.126583, -1.355196, -0.003334], [1.375424, -0.229792, -0.771046], [-2.435168, -0.153029, -1.139537]], "forces_ev_per_a": [[-0.014, 2.432, 0.288], [-1.916, -0.750, -0.287], [-1.506, 1.116, -0.857], [-0.161, -3.253, 1.625], [2.327, 2.271, -0.963], [1.008, -0.638, 1.044], [-0.847, -2.193, -0.861], [1.329, 0.983, 0.050], [0.202, -0.035, -0.236], [-0.421, 0.066, 0.196]], "lowdin_charge": [-0.001, -0.221, -0.388, 0.079, 0.021, 0.041, 0.124, 0.137, 0.114, 0.095], "e_homo_ev": -9.87, "smiles": "NCC(=O)O", "homo_lumo_gap_ev": 10.619}



No. 7
{"formula": "C2H5NO2", "method": "ωB97M-V with the def2-TZVPD basis set", "symbols": ["N", "C", "O", "H", "H", "H", "C", "O", "H", "H"], "xyz": [[2.096016, -0.006244, -0.119601], [1.211625, -0.741667, -0.860012], [0.613256, -0.335707, -1.828060], [2.185094, -0.293906, 0.840110], [2.171128, 0.978227, -0.320636], [1.111734, -1.787893, -0.529457], [-2.327363, 0.534063, 0.683738], [-3.232753, -0.224673, 0.492458], [-1.763449, 0.493824, 1.611673], [-2.065286, 1.383977, 0.029785]], "forces_ev_per_a": [[-0.312, -0.365, 0.112], [-0.130, 0.170, -0.397], [0.155, 0.055, 0.048], [0.330, 0.082, 0.044], [-0.099, 0.024, 0.004], [0.045, 0.044, 0.217], [-0.412, 0.449, 0.213], [-0.008, -0.065, -0.367], [0.525, -0.172, 0.474], [-0.094, -0.223, -0.349]], "lowdin_charge": [0.107, -0.428, 0.011, 0.086, 0.099, 0.125, -0.154, 0.004, 0.067, 0.082], "e_homo_ev": -10.19, "smiles": "NC=O.C=O", "homo_lumo_gap_ev": 10.854}



No. 8
{"formula": "C2H5NO2", "method": "ωB97M-V with the def2-TZVPD basis set", "symbols": ["C", "N", "O", "C", "O", "H", "H", "H", "H", "H"], "xyz": [[1.251365, -0.232016, -0.015674], [-0.120299, 0.265385, 0.144821], [-0.314446, 1.617393, 0.002372], [-1.216792, -0.487348, -0.005773], [-2.325067, 0.005474, 0.014912], [1.950089, 0.013395, 0.881029], [1.861947, 0.115703, -0.821266], [1.126244, -1.334976, -0.170015], [-1.282144, 1.638399, -0.100334], [-0.930895, -1.601405, 0.069932]], "forces_ev_per_a": [[0.387, -0.797, 1.978], [1.803, -0.482, -0.803], [0.318, 0.430, 0.088], [0.842, -1.564, 1.305], [-0.484, -0.084, -0.570], [-1.651, -0.643, -1.012], [-0.477, 0.687, -1.121], [0.388, 0.922, 0.492], [-0.347, 0.261, 0.038], [-0.778, 1.270, -0.395]], "lowdin_charge": [-0.031, -0.207, 0.030, -0.340, 0.022, 0.117, 0.067, 0.092, 0.093, 0.157], "e_homo_ev": -9.29, "smiles": "CN(O)C=O", "homo_lumo_gap_ev": 10.110}



No. 9
{"formula": "C2H5NO2", "method": "ωB97M-V with the def2-TZVPD basis set", "symbols": ["N", "C", "O", "H", "H", "H", "C", "O", "H", "H"], "xyz": [[-0.369133, 1.686428, -1.298526], [-0.706559, 0.354769, -1.470463], [-0.648689, -0.477773, -0.641021], [-0.222685, 2.358814, -1.994083], [-0.009344, 1.981586, -0.318181], [-1.237661, 0.336940, -2.465261], [0.846477, -1.562003, 2.003384], [1.913656, -0.933984, 1.811082], [0.582495, -2.388730, 2.770872], [-0.148559, -1.356048, 1.602196]], "forces_ev_per_a": [[1.078, -0.566, 4.413], [-1.068, 3.713, -2.283], [0.191, -1.776, 1.304], [-0.073, 0.517, -1.310], [-0.710, -0.895, -2.447], [0.553, -1.009, 0.313], [1.569, 1.042, 1.072], [-3.727, -2.541, 0.666], [1.831, 0.620, -0.559], [0.357, 0.897, -1.169]], "lowdin_charge": [0.091, -0.443, 0.041, 0.057, 0.149, 0.132, -0.119, -0.042, 0.091, 0.045], "e_homo_ev": -9.85, "smiles": "NC=O.C=O", "homo_lumo_gap_ev": 10.730}



No. 10
{"formula": "C2H5NO2S", "method": "ωB97M-V with the def2-TZVPD basis set", "symbols": ["C", "C", "N", "O", "O", "S", "H", "H", "H", "H", "H"], "xyz": [[0.535899, -0.359465, 0.339824], [-0.383484, -1.073602, 1.240774], [0.290909, -0.125260, -0.854595], [3.273735, 0.207760, -1.132836], [2.333594, 1.776404, -2.901033], [2.285787, 0.488295, -2.081873], [1.565232, -0.164985, 0.672607], [-1.381882, -1.215728, 0.860213], [-0.480052, -0.461747, 2.203666], [-0.013361, -2.078646, 1.464413], [2.338607, -0.429712, -3.265716]], "forces_ev_per_a": [[1.585, -0.155, -0.813], [-0.797, 0.604, 2.140], [-0.129, 0.299, -1.364], [2.232, -0.802, 2.070], [-0.403, -3.055, 2.532], [-2.508, 2.942, -5.410], [-0.027, 0.050, 0.317], [-0.246, 0.227, -0.453], [0.217, -1.048, -1.120], [0.287, 0.289, 0.154], [-0.212, 0.650, 1.948]], "lowdin_charge": [-0.352, -0.084, 0.086, -0.411, -0.453, 0.753, 0.107, 0.069, 0.108, 0.084, 0.094], "e_homo_ev": [-9.88, -9.40], "homo_lumo_gap_ev": [8.381, 8.445]}



No. 11
{"formula": "C2H5NO2S", "method": "ωB97M-V with the def2-TZVPD basis set", "symbols": ["O", "C", "O", "C", "S", "N", "H", "H", "H", "H", "H"], "xyz": [[-2.258593, 0.102891, -1.083269], [-2.631254, 0.276461, -0.020218], [-2.861976, 0.401593, 1.084249], [0.410105, -0.094310, 0.831912], [-0.345766, -1.315663, 1.589829], [-0.529555, -2.633220, 0.562730], [0.519615, 0.614438, 1.645221], [-0.237449, 0.164767, -0.109291], [1.355531, -0.414358, 0.495554], [0.128799, -3.271142, 0.123967], [-1.497127, -2.854272, 0.473339]], "forces_ev_per_a": [[0.151, -0.228, -2.646], [0.663, -0.275, 0.195], [-1.354, 0.717, 2.354], [-0.310, 2.664, -4.310], [-1.752, -4.932, 3.933], [-0.289, 0.399, -0.551], [-0.063, 0.749, -0.365], [1.657, 0.608, 1.651], [1.436, 0.117, -0.475], [0.055, 0.531, 0.704], [-0.196, -0.351, -0.490]], "lowdin_charge": [0.203, -0.507, 0.199, -0.513, 0.780, -0.346, 0.049, 0.064, 0.020, 0.046, 0.006], "e_homo_ev": -7.93, "smiles": "O=C=O.CSN", "homo_lumo_gap_ev": 8.554}



No. 12
{"formula": "C2H5NO2S", "method": "ωB97M-V with the def2-TZVPD basis set", "symbols": ["C", "C", "N", "O", "O", "S", "H", "H", "H", "H", "H"], "xyz": [[2.448257, 0.453779, -0.233380], [1.746388, 0.381966, -1.184429], [-0.392718, -1.212250, 0.120875], [-1.956023, 0.431428, 1.492614], [-1.897132, 0.648164, -0.927496], [-0.898481, 0.463761, 0.126611], [3.077022, 0.723387, 0.580060], [-2.850828, 0.698249, 1.174638], [1.225425, 0.437146, -2.109271], [-1.137533, -1.754375, 0.576713], [0.635625, -1.271250, 0.383067]], "forces_ev_per_a": [[0.911, 0.505, 1.033], [-0.218, 0.152, -1.441], [0.145, 2.021, 0.279], [0.636, -0.144, -0.708], [0.741, -0.181, -0.159], [-1.771, -1.179, 0.935], [0.014, -0.327, 0.178], [0.940, -0.222, -0.071], [-0.253, -0.294, 0.015], [0.995, -0.094, -0.013], [-2.139, -0.237, -0.047]], "lowdin_charge": [-0.005, -0.055, -0.179, -0.349, -0.485, 0.843, 0.034, 0.058, 0.044, 0.051, 0.043], "e_homo_ev": -9.78, "homo_lumo_gap_ev": 10.583}



Which electronic energy belongs to each record? In order, -5689.832, -5690.110, -5692.522, -5690.267, -5689.335, -7739.693, -7739.331, -7738.200, -7738.691, -18571.194, -18574.533, -18572.053 eV.
Which energy relative to the best compared isomer or geometry (same formula, charge and spin) belongs to each record? In order, 327.78, 301.00, 68.24, 285.83, 375.80, 102.15, 137.04, 246.14, 198.79, 422.13, 99.99, 339.31 kJ/mol.